[1]
DFT (ωB97M-V with the def2-TZVPD basis set) results for the molecule C24H24N6OS3 at a distorted geometry.

Last column: natural (NBO) charge in e.
Cartesian coordinates (Å):
C 0.63 -0.09 2.83  -0.647
C 1.43 0.91 2.06  0.007
C 2.50 1.57 2.65  -0.209
C 3.28 2.44 1.93  -0.204
C 3.00 2.69 0.59  -0.093
C 1.92 2.05 0.00  -0.122
C 1.14 1.18 0.73  -0.238
H 0.31 0.68 0.26  0.211
H 1.69 2.23 -1.04  0.211
C 3.91 3.55 -0.22  -0.508
H 3.55 3.71 -1.24  0.242
H 4.13 4.51 0.26  0.238
S 5.57 2.74 -0.34  0.297
C 5.07 1.24 -1.01  -0.144
N 4.00 1.07 -1.72  -0.302
N 3.78 -0.18 -2.06  -0.248
C 4.66 -1.01 -1.64  -0.175
S 4.59 -2.73 -1.95  0.273
C 3.98 -3.25 -0.31  -0.609
H 4.70 -2.95 0.45  0.249
H 3.96 -4.34 -0.36  0.254
C 2.59 -2.75 0.09  0.639
O 2.28 -2.76 1.27  -0.621
N 1.80 -2.37 -0.93  -0.449
N 0.54 -1.85 -0.90  -0.281
C -0.26 -2.11 0.06  0.082
C -1.57 -1.53 0.11  -0.239
C -2.17 -0.64 -0.78  0.244
N -3.40 -0.39 -0.29  -0.200
N -3.64 -1.09 0.84  -0.286
C -2.55 -1.78 1.11  0.203
C -2.45 -2.66 2.29  -0.651
H -1.59 -2.39 2.90  0.225
H -2.33 -3.70 1.98  0.223
H -3.36 -2.57 2.89  0.237
C -4.43 0.42 -0.80  0.218
C -4.16 1.64 -1.40  -0.250
C -5.20 2.41 -1.89  -0.201
C -6.51 1.97 -1.77  -0.215
C -6.78 0.76 -1.14  -0.198
C -5.74 -0.01 -0.66  -0.230
H -5.93 -0.95 -0.16  0.239
H -7.80 0.42 -1.03  0.217
H -7.32 2.57 -2.15  0.215
H -4.99 3.36 -2.36  0.216
H -3.15 2.01 -1.46  0.222
C -1.63 -0.09 -2.05  -0.669
H -0.90 -0.80 -2.44  0.265
H -2.43 0.06 -2.77  0.229
H -1.12 0.85 -1.89  0.227
H 0.00 -2.77 0.89  0.206
H 2.23 -2.25 -1.85  0.417
S 5.96 -0.25 -0.71  0.393
H 4.13 2.93 2.39  0.210
H 2.74 1.38 3.69  0.208
H 1.04 -1.09 2.64  0.246
H -0.41 -0.08 2.51  0.216
H 0.68 0.09 3.90  0.213

Values from the calculation:
SMILES = Cc1ccc(CSc2nnc(SCC(=O)N/N=C/c3c(C)nn(-c4ccccc4)c3C)s2)cc1
HOMO energy = -8.16 eV
spin multiplicity = 1
frontier orbital gap = 0.30530 hartree
E_LUMO = 0.15 eV
energy = -2527.2730 Eh
molar mass = 508.70 g mol⁻¹

[2]
DFT (ωB97M-V with the def2-TZVPD basis set) results for a structure of composition C24H25AlFN7O3SSbSe4 at a distorted geometry.

Last column: natural (NBO) charge in e.
Cartesian coordinates (Å):
Al -0.60 -3.85 0.36  1.782
N -2.53 -2.07 3.71  -0.697
C -1.83 -2.74 2.81  0.347
S -2.55 -3.01 1.25  -0.281
N -0.67 -3.30 3.20  -0.323
N -0.10 -4.01 2.25  -0.298
C 0.97 -4.75 2.47  -0.064
C 1.35 -5.56 1.39  0.221
C 2.40 -6.50 1.41  -0.245
C 2.61 -7.31 0.33  -0.118
C 1.76 -7.20 -0.80  -0.291
C 0.78 -6.25 -0.79  0.107
N 0.57 -5.43 0.26  -0.621
H -3.31 -1.50 3.41  0.425
H -2.11 -1.82 4.60  0.455
H 1.48 -4.76 3.43  0.229
H 3.02 -6.57 2.29  0.232
H 3.41 -8.04 0.33  0.224
H 1.88 -7.85 -1.65  0.230
H 0.11 -6.11 -1.63  0.239
F 2.73 1.92 1.11  -0.306
C 1.71 1.59 0.29  0.360
C 1.42 0.27 0.15  -0.176
C 0.50 -0.17 -0.82  -0.187
C 0.07 -1.53 -0.91  0.532
O 0.42 -2.39 -0.03  -0.794
C -0.75 -1.87 -2.03  -0.331
C -1.14 -0.90 -2.90  0.158
N -0.81 0.40 -2.76  -0.343
C -1.35 1.37 -3.68  -0.066
C -1.34 1.08 -5.15  -0.419
C -0.41 2.11 -4.58  -0.419
C -0.03 0.80 -1.69  0.301
C 0.21 2.15 -1.46  -0.379
C 1.01 2.61 -0.42  0.309
N 1.18 3.97 -0.22  -0.425
C 0.26 4.92 -0.82  -0.224
C -1.00 5.11 0.04  -0.248
N -0.59 5.16 1.47  -0.640
C 0.81 5.60 1.62  -0.272
C 1.76 4.57 1.00  -0.248
C -1.22 -3.27 -2.31  0.817
O -1.55 -3.59 -3.44  -0.632
O -1.22 -4.07 -1.29  -0.881
H 1.91 -0.44 0.80  0.264
H -1.75 -1.17 -3.75  0.242
H -2.20 1.91 -3.27  0.228
H -2.20 1.42 -5.72  0.227
H -0.92 0.15 -5.50  0.230
H -0.58 3.16 -4.77  0.222
H 0.64 1.85 -4.51  0.233
H -0.30 2.85 -2.09  0.220
H -0.01 4.64 -1.83  0.209
H 0.80 5.87 -0.89  0.203
H -1.68 4.25 -0.06  0.257
H -1.52 6.02 -0.24  0.202
H -0.75 4.16 1.89  0.467
H -1.22 5.72 2.04  0.440
H 1.02 5.66 2.69  0.305
H 0.92 6.60 1.18  0.174
H 1.97 3.82 1.75  0.286
H 2.69 5.07 0.73  0.195
Se -1.72 2.29 2.04  -0.995
Sb -0.82 2.22 4.46  1.105
Se 0.31 0.01 4.69  -0.927
Se -2.68 2.60 6.02  -0.856
Se 0.76 4.11 4.54  -0.969

Values from the calculation:
HOMO energy = -2.75 eV
total charge = -1
spin multiplicity = 1
frontier orbital gap = 0.10325 hartree
E_LUMO = 0.06 eV
energy = -12125.2979 Eh
molar mass = 975.16 g mol⁻¹

[3]
DFT (ωB97M-V with the def2-TZVPD basis set) results for a structure of composition C24H25AsMnN7O2S6.

Last column: Löwdin spin population.
Cartesian coordinates (Å):
Mn -1.12 0.90 0.54  0.999
N -1.17 4.60 0.46  0.001
C -2.29 3.91 0.10  0.001
N -2.35 2.62 -0.10  -0.002
C -3.62 2.26 -0.51  -0.001
C -4.52 3.26 -0.64  0.001
S -3.77 4.75 -0.21  0.000
C -3.85 0.84 -0.73  0.000
C -5.04 0.23 -0.96  0.000
S -4.80 -1.48 -1.08  0.000
C -3.11 -1.24 -0.78  0.000
N -2.75 0.00 -0.63  -0.003
N -2.23 -2.30 -0.75  0.000
H -0.51 3.96 0.95  0.000
H -1.39 5.38 1.07  0.000
H -5.55 3.19 -0.92  0.000
H -6.02 0.67 -1.02  0.000
H -2.62 -3.12 -0.31  0.000
H -1.36 -2.00 -0.31  0.000
S -0.63 1.35 5.34  0.002
As -1.44 2.07 3.52  0.001
S -2.45 0.44 2.39  0.011
S 0.22 2.24 2.00  -0.004
S -2.60 3.85 3.52  0.000
C 3.98 -2.08 0.13  0.000
O 2.73 -2.61 -0.26  0.000
C 2.13 -2.10 -1.36  0.000
C 2.73 -1.20 -2.24  0.000
C 2.04 -0.73 -3.35  0.000
C 0.74 -1.14 -3.59  0.000
C 0.15 -2.05 -2.73  0.000
C 0.83 -2.54 -1.63  0.000
N 0.26 -3.61 -0.89  -0.002
C 0.24 -3.89 0.43  -0.004
C 0.41 -3.11 1.54  0.000
C 0.61 -3.83 2.78  -0.002
C 0.86 -3.18 3.93  0.001
C 0.92 -1.75 3.93  -0.003
C 0.69 -1.02 2.82  0.001
C 0.33 -1.65 1.58  0.000
O -0.12 -1.01 0.59  0.005
H 4.25 -2.59 1.05  0.000
H 3.91 -1.01 0.32  0.000
H 4.75 -2.27 -0.63  0.000
H 3.74 -0.85 -2.04  0.000
H 2.52 -0.01 -4.00  0.000
H 0.19 -0.75 -4.43  0.000
H -0.87 -2.38 -2.89  0.000
H -0.18 -4.30 -1.47  0.000
H 0.06 -4.94 0.61  0.000
H 0.58 -4.92 2.74  0.000
H 1.02 -3.72 4.86  0.000
H 1.10 -1.21 4.86  0.000
H 0.70 0.06 2.86  0.000
C 3.54 2.87 -0.76  0.000
N 2.23 2.43 -1.17  0.001
C 1.40 3.05 -2.08  0.000
C 0.20 2.43 -1.97  0.001
N 0.27 1.44 -1.02  -0.004
C 1.50 1.47 -0.57  0.002
H 4.13 3.16 -1.63  0.000
H 4.05 2.05 -0.25  0.000
H 3.46 3.71 -0.07  0.000
H 1.73 3.88 -2.68  0.000
H -0.72 2.63 -2.49  0.000
H 1.88 0.88 0.25  0.000

Values from the calculation:
HOMO energy (alpha / beta) = -3.23 / -3.22 eV
total charge = -1
spin multiplicity = 2
frontier orbital gap (alpha / beta) = 0.17737 / 0.17683 hartree
E_LUMO (alpha / beta) = 1.60 / 1.59 eV
energy = -7239.3893 Eh
molar mass = 765.77 g mol⁻¹

[4]
DFT (ωB97M-V with the def2-TZVPD basis set) results for a structure of composition C24H25BCrF2N2O5P.

Last column: Löwdin spin population.
Cartesian coordinates (Å):
Cr -0.28 -0.15 0.08  3.237
O 0.57 0.20 2.38  0.031
C 0.33 1.55 2.82  0.001
C 0.94 2.48 1.81  0.002
N 0.34 2.34 0.49  0.020
C -0.91 3.06 0.32  0.001
C -2.18 2.25 0.54  -0.007
O -3.29 2.70 0.45  -0.010
O -1.89 0.98 0.85  -0.036
C 1.26 2.55 -0.63  0.002
C 0.86 1.72 -1.85  0.009
O 1.17 2.11 -2.96  0.012
O 0.20 0.63 -1.60  0.030
H -0.11 -0.37 2.77  0.000
H -0.75 1.71 2.90  0.000
H 0.78 1.71 3.80  0.000
H 0.87 3.51 2.20  0.000
H 2.01 2.25 1.72  0.000
H -0.98 3.95 0.96  0.000
H -0.98 3.43 -0.71  0.000
H 1.35 3.60 -0.92  0.000
H 2.25 2.19 -0.34  0.000
N 3.01 -0.38 0.42  0.008
C 3.45 -1.43 -0.39  0.000
C 4.83 -1.56 -0.63  0.000
C 5.31 -2.59 -1.42  0.000
C 4.45 -3.52 -1.98  0.000
C 3.10 -3.39 -1.76  -0.001
C 2.58 -2.34 -0.99  -0.001
P 0.78 -2.21 -0.81  0.006
C 0.30 -3.76 0.01  -0.002
C 0.27 -3.77 1.40  0.000
C -0.03 -4.94 2.09  0.000
C -0.31 -6.10 1.39  0.000
C -0.28 -6.10 0.00  0.000
C 0.02 -4.94 -0.69  -0.001
C 0.11 -2.31 -2.50  0.003
C 0.86 -1.92 -3.60  0.000
C 0.27 -1.88 -4.86  0.000
C -1.07 -2.22 -5.01  0.001
C -1.82 -2.59 -3.91  -0.001
C -1.24 -2.63 -2.65  -0.002
H 2.21 -0.59 1.01  0.004
H 3.75 0.01 0.98  0.000
H 5.51 -0.85 -0.18  0.000
H 6.38 -2.66 -1.59  0.000
H 4.83 -4.33 -2.59  0.000
H 2.41 -4.10 -2.21  0.000
H 0.47 -2.86 1.95  0.001
H -0.05 -4.93 3.17  0.000
H -0.55 -7.01 1.92  0.000
H -0.50 -7.01 -0.55  0.000
H 0.03 -4.94 -1.77  0.000
H 1.89 -1.63 -3.49  0.000
H 0.85 -1.57 -5.71  0.000
H -1.52 -2.18 -5.99  0.000
H -2.87 -2.84 -4.02  0.000
H -1.84 -2.89 -1.79  -0.003
F -3.56 -0.79 0.33  -0.056
B -2.29 -0.43 0.54  -0.212
F -1.61 -1.13 1.62  -0.039

Values from the calculation:
HOMO energy (alpha / beta) = -8.40 / -7.17 eV
spin multiplicity = 4
frontier orbital gap (alpha / beta) = 0.31758 / 0.27230 hartree
E_LUMO (alpha / beta) = 0.24 / 0.24 eV
energy = -3025.8492 Eh
molar mass = 553.25 g mol⁻¹